The following is a quantum chemistry calculation of a 2-piece molecular cluster, C4H9N overall at a distorted geometry, from the Open Molecules 2025 dataset.

Computed properties:
Energy above the lowest of the compared OMol25 structures with the same formula, charge and spin, kcal per mole: 53.79
E_LUMO, eV: 1.17
SMILES: C=CN.C=C
Kohn-Sham gap, eV: 9.347
E, eV: -5781.480

Last column: natural (NBO) charge in e.
Cartesian coordinates (Å):
1 C 1.54 -0.71 -1.27  -0.39
2 C -1.04 -0.11 1.24  0.00
3 C -0.97 0.97 0.41  -0.53
4 H 1.50 -0.73 -0.13  0.19
5 H 1.07 -1.57 -1.83  0.21
6 H -0.04 0.99 -0.22  0.22
7 N -2.09 -0.47 2.04  -0.83
8 C 2.17 0.37 -1.74  -0.38
9 H -1.71 1.84 0.39  0.20
10 H 2.86 0.96 -1.13  0.19
11 H -2.96 0.14 2.01  0.38
12 H -0.25 -0.89 0.98  0.19
13 H 2.32 0.63 -2.70  0.18
14 H -2.40 -1.44 1.95  0.38